Record 1
This record from OMol25 describes the molecule C4H7N3O at a distorted geometry. The level of theory is wB97M-V/def2-TZVPD.

Values from the calculation:
Calculated total energy = -10774.2452 eV
2S+1 = 1
Structure (SMILES) = C/N=N\C1=CNOC1
Relative energy (zero: lowest compared OMol25 entry of this formula, charge and spin) = 530.9 kJ/mol
HOMO = -0.3013 Eh

Last column: Mulliken charge in e.
Positions of all 15 atoms, in Å:
C1 2.4581 0.8382 0.1686  -0.718
C2 -0.0438 -0.4118 -0.0644  0.622
C3 -0.4089 0.8708 -0.1906  -0.390
C4 -1.4118 -1.0916 0.0119  -0.341
H1 3.4651 1.0871 0.4524  0.315
H2 2.2081 1.3157 -0.8620  0.274
H3 1.7936 1.1770 0.9815  0.278
H4 0.1001 1.8131 -0.1770  0.420
H5 -2.1035 1.8160 0.3794  0.263
H6 -1.4251 -1.8254 0.7900  0.313
H7 -1.4606 -1.5609 -0.9717  0.212
N1 2.3865 -0.5964 -0.0480  -0.591
N2 1.1842 -1.0703 -0.0696  -0.160
N3 -1.7346 1.0998 -0.1756  -0.214
O1 -2.3741 -0.1360 0.2383  -0.284

---

Record 2
This record from OMol25 describes the molecule C4H7N3O at a distorted geometry. The level of theory is wB97M-V/def2-TZVPD.

Values from the calculation:
Calculated total energy = -10775.4676 eV
2S+1 = 1
Structure (SMILES) = NC(=O)/N=C\N1CC1
Relative energy (zero: lowest compared OMol25 entry of this formula, charge and spin) = 412.9 kJ/mol
HOMO = -0.3249 Eh

Last column: Mulliken charge in e.
Positions of all 15 atoms, in Å:
C1 0.2769 -0.4415 -1.3547  0.654
C2 -0.2912 -1.0435 0.8543  0.085
C3 0.1981 1.4974 1.0916  -0.444
C4 -0.3776 0.8744 2.4273  -0.458
H1 0.4452 0.3515 -3.1849  0.325
H2 -0.9158 -0.7978 -2.9089  0.254
H3 -0.1838 -1.9675 1.6785  0.286
H4 -0.3495 2.3085 0.8250  0.358
H5 1.2552 1.1744 0.7996  0.282
H6 -1.0733 1.5245 3.0809  0.254
H7 0.4206 0.2897 2.9028  0.310
N1 -0.4395 0.0046 -2.6109  -0.559
N2 -0.3034 -1.2438 -0.4569  -0.479
N3 -0.7045 0.1761 1.2106  -0.201
O1 1.4620 -0.0953 -1.0380  -0.667

---

Record 3
This record from OMol25 describes a structure of composition C4H7N3O at a distorted geometry. The level of theory is wB97M-V/def2-TZVPD.

Values from the calculation:
Calculated total energy = -10773.6736 eV
2S+1 = 1
Relative energy (zero: lowest compared OMol25 entry of this formula, charge and spin) = 586.0 kJ/mol
HOMO = -0.2884 Eh

Last column: Mulliken charge in e.
Positions of all 15 atoms, in Å:
C1 -2.3092 0.9881 -0.0534  -0.714
C2 0.0189 0.4906 0.3261  0.397
C3 2.0435 0.1047 0.2538  -0.074
C4 0.2088 -0.6830 -0.4166  0.142
H1 -3.2248 0.0371 0.6157  0.172
H2 -2.9869 2.1820 -0.2923  0.260
H3 -2.1892 0.4004 -1.3457  0.166
H4 -1.0935 2.1884 0.7604  0.306
H5 3.0291 -0.1193 0.4442  0.452
H6 -0.6739 -2.5125 -0.1233  0.246
H7 -0.9034 -2.0765 -1.7753  0.251
N1 -1.1522 1.1020 0.5887  -0.135
N2 1.2269 1.0038 0.5908  -0.609
N3 -0.6797 -1.6443 -0.7938  -0.478
O1 1.5632 -1.0916 -0.2055  -0.382

---

Record 4
This record from OMol25 describes the molecule C4H7N3O at a distorted geometry. The level of theory is wB97M-V/def2-TZVPD.

Values from the calculation:
Calculated total energy = -10774.7613 eV
2S+1 = 1
Structure (SMILES) = O/N=C\N1CCC=N1
Relative energy (zero: lowest compared OMol25 entry of this formula, charge and spin) = 481.1 kJ/mol
HOMO = -0.2993 Eh

Last column: Mulliken charge in e.
Positions of all 15 atoms, in Å:
C1 -0.2756 -1.3798 0.4811  0.115
C2 1.4806 0.3781 1.0573  -0.541
C3 1.6410 1.6896 0.2381  -0.401
C4 0.4798 1.7469 -0.6749  -0.236
H1 -1.7937 -0.2257 -0.8619  0.465
H2 0.2803 -2.1364 1.1246  0.269
H3 2.3116 -0.3433 1.0559  0.314
H4 1.1757 0.5860 2.1193  0.240
H5 2.4941 1.8128 -0.3399  0.335
H6 1.3356 2.7773 0.8816  0.249
H7 0.2796 2.5718 -1.4182  0.389
N1 -1.5215 -1.8070 0.2187  -0.387
N2 0.4731 -0.3217 0.1406  0.230
N3 -0.1491 0.6449 -0.6911  -0.673
O1 -2.2069 -1.1581 -0.8560  -0.366

---

Record 5
This record from OMol25 describes the molecule C4H7N3O at a distorted geometry. The level of theory is wB97M-V/def2-TZVPD.

Values from the calculation:
Calculated total energy = -10776.3190 eV
2S+1 = 1
Structure (SMILES) = [H]/N=C(\N)C(=O)NC=C
Relative energy (zero: lowest compared OMol25 entry of this formula, charge and spin) = 330.8 kJ/mol
HOMO = -0.3311 Eh

Last column: Mulliken charge in e.
Positions of all 15 atoms, in Å:
C1 -0.9986 -0.5423 -0.0225  0.486
C2 -0.3467 0.9128 -0.1737  0.378
C3 2.1725 0.2452 0.2352  -0.033
C4 2.2047 -1.1142 0.1520  -0.817
H1 -2.4425 0.1310 1.1491  0.321
H2 -2.9545 -1.3228 0.1851  0.338
H3 -1.1620 -2.3646 -0.7613  0.177
H4 0.9785 2.1472 0.3216  0.261
H5 2.9126 1.0650 0.3793  0.323
H6 1.3006 -1.7154 -0.2018  0.431
H7 2.9784 -1.6900 0.4683  0.311
N1 -2.0204 -0.7583 0.7794  -0.582
N2 -0.4503 -1.5012 -0.7795  -0.700
N3 0.9798 1.1208 -0.0156  -0.268
O1 -1.1708 1.8390 -0.3221  -0.625

---

Record 6
This record from OMol25 describes a cluster of 2 separate species, C4H7N3O in total at a distorted geometry. The level of theory is wB97M-V/def2-TZVPD.

Values from the calculation:
Calculated total energy = -10771.9432 eV
2S+1 = 3
Relative energy (zero: lowest compared OMol25 entry of this formula, charge and spin) = 265.3 kJ/mol
HOMO (alpha / beta) = -0.2971 / -0.3179 Eh

Last column: Mulliken charge in e.
Positions of all 15 atoms, in Å:
C1 1.8811 -0.8982 1.0440  -0.504
C2 2.4186 0.1589 -0.7360  -0.185
C3 0.9264 -0.0164 0.7981  0.159
C4 -2.3760 -0.0089 -0.7314  -0.557
N1 2.8413 -0.7472 0.0819  -0.490
N2 1.2277 0.7718 -0.2437  -0.061
N3 -1.3002 0.6264 1.2868  -0.291
O1 -1.9697 0.9540 0.1571  -0.162
H1 2.0492 -1.6523 1.8057  0.393
H2 2.9567 0.5462 -1.5928  0.373
H3 -2.7367 0.4010 -1.6635  0.273
H4 -3.3098 -0.5586 -0.2515  0.241
H5 -1.5392 -0.7087 -1.0272  0.262
H6 0.4828 1.3945 -0.6065  0.297
H7 -1.5522 -0.2626 1.6792  0.254

---

Record 7
This record from OMol25 describes the molecule C4H7N3O2 at a distorted geometry. The level of theory is wB97M-V/def2-TZVPD.

Values from the calculation:
Calculated total energy = -12819.2485 eV
2S+1 = 1
Relative energy (zero: lowest compared OMol25 entry of this formula, charge and spin) = 799.0 kJ/mol
HOMO (alpha / beta) = -0.2914 / -0.2991 Eh

Last column: Mulliken charge in e.
Positions of all 16 atoms, in Å:
C1 -1.0598 -0.6849 -1.5890  0.043
C2 -1.0014 -0.3058 0.7646  -0.786
C3 0.7267 0.8986 -0.3778  -0.458
C4 1.2386 -1.0148 1.1169  -0.949
N1 -1.4699 -0.8783 -0.4966  -0.209
N2 0.4045 0.1006 0.7269  0.128
N3 -0.1091 1.8679 -0.8382  0.939
O1 0.3756 2.5188 -1.7955  -0.643
O2 -1.2059 2.1673 -0.3259  -0.607
H1 -1.2842 -0.9683 -2.6062  0.341
H2 -1.5095 0.5511 1.1636  0.389
H3 -1.3241 -0.9591 1.5168  0.486
H4 1.7425 0.6712 -0.8347  0.302
H5 0.6761 -1.7083 1.5838  0.455
H6 1.7157 -1.5958 0.1794  0.287
H7 2.0842 -0.6602 1.8120  0.282

---

Record 8
This record from OMol25 describes a cluster of 2 separate species, C4H7N3O2 in total at a distorted geometry. The level of theory is wB97M-V/def2-TZVPD.

Values from the calculation:
Calculated total energy = -12818.3544 eV
2S+1 = 1
Relative energy (zero: lowest compared OMol25 entry of this formula, charge and spin) = 885.3 kJ/mol
HOMO = -0.3322 Eh

Last column: Mulliken charge in e.
Positions of all 16 atoms, in Å:
C1 -1.2155 -0.6500 0.1518  0.666
C2 1.4851 -0.9331 -0.6749  -1.034
C3 1.1093 1.3971 0.4024  -1.161
C4 0.9737 -0.1189 0.4841  0.023
N1 -1.6037 -1.9159 0.6693  -0.337
N2 -1.1911 -1.9696 -0.4840  -0.308
N3 -3.2089 0.7180 0.0352  0.080
O1 -3.5090 1.9089 -0.0791  -0.315
O2 -1.9130 0.4646 -0.1862  -0.069
H1 1.0114 -0.5822 -1.5705  0.349
H2 0.9900 -1.9618 -0.6859  0.337
H3 2.5639 -0.9073 -0.6120  0.357
H4 0.8799 1.6266 -0.5916  0.314
H5 2.1898 1.6517 0.5609  0.361
H6 0.5131 1.9261 1.1388  0.330
H7 0.9251 -0.6539 1.4415  0.406